Entry 1:
Entry from the OMol25 dataset: a structure of composition C43H29I2N8O2S2V at a distorted geometry (ωB97M-V/def2-TZVPD).

Each line ends with the Löwdin spin population.
CARTESIAN COORDINATES (ANGSTROEM)
C  -0.8119  1.9192  7.0320  -0.001
C  4.4680  2.3960  -0.5345  0.005
H  7.2890  1.9750  -0.1576  0.000
H  -2.2659  1.5769  -0.9085  0.000
C  1.8085  4.8474  -1.4215  -0.001
C  1.1745  -2.6284  0.1192  0.004
H  -4.8639  2.0676  3.2131  0.001
H  -5.8189  6.3034  -1.7145  0.000
C  -3.1006  -0.2177  0.7684  -0.023
C  -4.4065  -2.2053  -0.7193  0.004
C  -3.1123  4.0923  -1.4040  0.000
C  -1.4629  2.2999  -0.9517  0.004
C  0.6967  -2.2885  1.4218  0.029
H  1.4180  3.4382  1.9996  0.000
H  -0.4165  0.9416  -3.5086  0.000
C  0.7905  2.7101  -0.8309  0.003
S  5.8760  -1.2895  0.5327  0.000
C  7.5784  -1.2500  0.5476  -0.001
V  0.2617  0.0187  -0.0366  1.315
H  -6.4255  3.8319  -1.0839  0.000
C  0.6314  4.0516  -1.2615  0.000
H  9.1263  0.2186  0.2390  0.000
C  4.5406  1.0714  -0.0890  -0.001
C  -0.6688  4.5043  -1.4802  -0.001
O  -0.2291  0.2085  -2.9131  0.013
H  1.9022  -0.8223  -2.5207  0.000
H  3.3519  -0.6512  0.4477  0.000
H  0.1817  3.7435  6.4901  0.000
H  0.6166  -3.0118  2.2288  0.001
C  -3.0152  1.4775  2.2891  -0.009
C  3.3199  0.3756  0.0935  0.004
C  -1.2535  0.6634  6.6038  0.000
C  -4.2804  3.3932  -1.1513  0.000
C  3.0412  4.3345  -1.1876  0.000
N  0.0705  -0.6336  2.8115  -0.004
H  -0.8433  5.5254  -1.7861  0.000
C  -5.4253  4.1889  -1.2488  0.000
C  -0.1509  2.7674  6.1654  0.000
N  1.2700  -1.5667  -0.7136  -0.002
C  -3.0460  -1.9882  -0.9071  -0.070
C  2.2320  -2.9532  -2.3859  0.005
H  -4.9041  -2.9747  -1.2884  0.001
N  0.4563  -1.0256  1.6326  -0.017
H  -2.4127  2.2111  2.8103  0.000
H  -6.1891  0.3540  2.0207  -0.001
C  5.7962  0.4174  0.1383  0.000
H  -0.9839  2.2276  8.0515  0.000
C  -2.3660  -1.0088  -0.1835  -0.016
C  2.0754  2.1746  -0.5665  0.005
N  -0.2495  1.8747  -0.6870  0.010
C  1.8133  -1.7185  -1.9137  0.009
N  2.1280  0.8884  -0.1470  -0.002
C  -4.3938  1.3908  2.5186  0.008
C  -0.2873  1.0511  4.4374  -0.001
H  -1.7870  0.0278  7.2929  0.000
C  0.9535  2.7326  2.6821  0.000
H  -4.3186  2.3471  -0.9017  0.000
C  -4.4936  -0.4189  0.9328  -0.001
C  -5.1325  -1.4468  0.1805  -0.093
N  0.6708  1.5422  2.2415  0.003
S  -3.4739  5.7602  -1.7779  0.000
H  1.6892  5.8723  -1.7351  0.000
C  -5.1278  0.4428  1.8494  -0.014
H  -0.3965  -0.5853  -3.4354  0.000
C  -1.7548  3.6401  -1.3032  0.001
C  8.0754  -0.0038  0.2773  0.000
N  -2.3859  0.7038  1.4369  0.006
C  -5.1368  5.4870  -1.5780  0.000
C  1.5936  -3.9033  -0.2881  0.007
I  -1.9153  -3.1067  -2.2868  -0.018
H  2.3799  -5.0528  -1.9167  0.000
H  5.3644  2.9676  -0.7111  0.000
H  2.6514  -3.0472  -3.3759  0.000
I  -7.1856  -1.8440  0.4134  -0.042
H  1.5287  -4.7330  0.3970  0.000
C  7.0718  0.9435  0.0507  -0.001
H  3.9183  4.9496  -1.3122  0.000
O  -1.1236  -0.7261  -0.2991  -0.117
C  0.0997  2.3410  4.8624  -0.001
N  0.7437  3.1445  3.9355  -0.002
H  8.1265  -2.1493  0.7541  0.000
H  -1.3118  -0.7410  4.9757  0.000
C  -0.9914  0.2268  5.3237  -0.001
C  0.1297  0.6344  3.1212  -0.005
C  3.2233  2.9791  -0.7630  0.000
C  2.0967  -4.0711  -1.5639  0.005
H  1.0531  4.0617  4.2413  0.000

Properties
Molar mass: 1058.645 g/mol
Total energy: -4579.54521 a.u.
Strongest force on any atom: 0.106 hartree/bohr
Charge: +3
ΔE to the lowest compared entry with this formula, charge and spin: 40.8 kcal/mol
HOMO-LUMO gap (spin up / spin down): 4.45 / 5.38 eV
Spin multiplicity: 2

Entry 2:
Entry from the OMol25 dataset: a cluster of 3 separate species, C43H30FNO4S in total at a distorted geometry (ωB97M-V/def2-TZVPD).

Each line ends with the Mulliken charge.
CARTESIAN COORDINATES (ANGSTROEM)
N  -3.3226  2.1653  4.2141  -0.234
H  1.1156  -2.5424  -7.9760  0.389
H  -2.7127  -1.8570  -0.9504  0.465
C  4.6403  -3.4708  -0.1867  0.153
C  -2.6041  -1.2168  -5.5537  0.581
C  3.5227  -3.4495  -1.0219  -0.737
O  -0.6922  -2.6273  -2.1916  -0.696
C  2.6534  -1.5535  0.1887  -0.632
H  9.8308  -6.1254  0.8847  0.393
C  -3.5444  7.5855  3.4708  -0.572
H  -5.2667  2.7383  -0.3272  0.329
C  0.0962  0.0521  4.0321  -0.464
C  -1.2569  -1.8224  -5.6553  0.385
H  3.8581  -0.8325  1.8131  0.474
H  -4.9670  -0.0495  -4.9777  0.462
S  -4.1727  0.5185  1.7085  -0.236
C  -4.9095  4.7861  0.8061  -0.730
H  1.2156  -3.1475  -3.7321  0.532
H  -1.1553  -1.5888  -7.7972  0.461
C  8.2089  -3.4555  2.2150  -0.546
C  0.6372  -2.4646  -7.0049  -0.423
C  1.3059  -2.8967  -5.8616  -0.660
C  -4.3665  5.4188  2.1294  0.157
H  2.3077  -3.3066  -5.9406  0.424
H  7.7754  -6.1999  -0.4820  0.457
H  -2.4162  9.2334  2.3152  0.277
H  1.8771  -0.8093  0.3377  0.638
C  -3.2010  -1.4624  -1.8353  -0.420
C  3.7687  -1.5670  1.0189  -0.862
C  -2.5874  -1.5701  -3.0831  0.107
H  3.4222  -4.1787  -1.8197  0.498
C  6.8908  -4.4772  0.4685  0.133
C  -1.2495  -2.1933  -3.1866  0.414
F  -3.7266  7.4848  0.9890  -0.340
C  -3.8272  4.5587  3.3142  -0.455
H  -5.3159  5.4264  -0.0479  0.303
C  -2.2911  1.2035  3.7933  0.239
H  -2.5658  6.9851  3.6064  0.324
C  -5.0695  -0.3271  -2.8508  -0.681
C  -4.3202  2.3799  1.7686  0.443
C  0.6899  -2.8059  -4.6180  -0.501
C  -0.5960  -2.2731  -4.5124  0.222
C  -0.1564  -0.8938  2.8368  -0.476
C  -1.5043  -0.7922  2.0757  -0.294
C  5.6780  -4.5086  -0.3796  0.579
C  -3.0777  9.1199  3.2376  -1.140
C  -0.6415  -1.9281  -6.9034  -0.651
H  1.6691  -2.4691  -1.4928  0.259
C  -0.9338  1.1017  4.5566  -0.632
H  -0.7213  1.8090  5.4392  0.206
C  4.7708  -2.5193  0.8255  0.266
C  7.8932  -5.4286  0.2724  -0.530
O  5.5379  -5.3729  -1.2284  -0.670
C  -4.8824  3.2400  0.6171  -0.436
O  -3.1882  -0.8343  -6.5531  -0.671
H  -4.9114  -0.7564  -0.7472  0.539
C  -4.4690  -0.4485  -4.0997  -0.582
H  -4.1548  7.5498  4.4480  0.320
H  -3.0543  2.7015  5.0474  0.339
C  -4.4390  -0.8428  -1.7205  -0.463
H  1.0970  -0.0016  4.5707  0.303
C  -4.3961  7.0335  2.2129  0.504
C  9.0508  -5.3871  1.0413  -0.471
H  0.5922  -1.6708  2.4506  0.450
H  10.1201  -4.3590  2.6007  0.396
C  5.9748  -2.4999  1.6871  0.630
C  -3.2285  -1.0761  -4.2191  0.339
C  9.2120  -4.3964  2.0074  -0.459
C  -2.5311  0.2522  2.5621  0.560
H  -6.0309  0.1682  -2.7586  0.435
H  8.3398  -2.6883  2.9716  0.458
H  -3.4504  4.9989  4.2919  0.132
C  7.0429  -3.4970  1.4491  0.173
C  2.5345  -2.4886  -0.8376  0.070
H  -2.4655  9.4713  4.1530  0.340
C  -3.8149  3.0154  3.1170  0.077
H  -1.7743  -1.4289  1.1553  0.144
H  -4.0027  9.7754  3.1144  0.309
O  6.0879  -1.6713  2.5741  -0.672
H  -5.4520  7.4570  2.1631  0.252

Properties
Molar mass: 675.781 g/mol
SMILES string: CC[C@@H](F)c1ccc2c(c1)Nc1ccccc1S2.O=C1c2ccccc2C(=O)c2ccccc21.O=C1c2ccccc2C(=O)c2ccccc21
Total energy: -2510.13158 a.u.
Strongest force on any atom: 0.090 hartree/bohr
Charge: 0
HOMO-LUMO gap: 6.76 eV
Spin multiplicity: 1

Entry 3:
Entry from the OMol25 dataset: a structure of composition C43H31AsBrCl5IrN3O3 at a distorted geometry (ωB97M-V/def2-TZVPD).

Each line ends with the Löwdin spin population.
CARTESIAN COORDINATES (ANGSTROEM)
H  2.1537  -1.1011  -1.9682  0.006
C  -4.4234  -3.7534  -0.1926  0.000
C  0.1505  -5.2908  0.7691  0.000
C  -0.4588  1.3636  -2.3345  0.010
C  3.7693  0.4954  2.1249  0.001
H  -1.8620  -7.6629  -0.5651  0.000
H  -2.4374  -5.7726  -2.0534  0.000
Cl  0.1061  -2.3734  -3.5523  0.003
C  -0.9619  1.0027  2.7889  0.000
N  -3.0223  -1.8559  -0.2645  0.000
C  1.6082  0.7217  3.8607  0.000
H  -1.1319  -2.4722  4.7437  0.000
H  -0.8217  1.9790  3.2540  0.000
C  -0.3775  1.4332  -4.7101  0.006
C  2.4809  0.6084  1.6163  0.003
C  8.7891  -0.4717  -0.8942  0.000
C  -3.1238  -1.7978  -1.6028  0.006
C  2.1530  -2.7652  2.7320  0.000
C  -3.6551  -2.8066  0.4466  0.008
H  6.4739  1.5035  -2.4559  0.000
O  0.1416  0.7098  1.9276  0.004
H  -3.5031  -2.7506  1.5128  0.001
C  2.8497  -1.8743  -1.6615  0.006
H  -2.5692  -0.9959  -2.0655  0.001
C  6.8772  -0.2105  0.4841  0.000
O  -2.2944  -0.9650  0.3924  0.076
C  -0.1576  -4.2309  -0.0815  -0.001
C  3.9830  0.4893  3.5058  0.000
H  3.1193  -4.4918  0.4861  0.000
H  4.9926  0.3996  3.8788  0.000
C  8.1446  -0.7555  0.2927  0.000
H  3.0868  -2.8166  2.1875  0.000
H  8.7341  0.5450  -2.7864  0.000
Cl  -0.0249  -0.7761  -6.2012  -0.001
C  4.6260  -3.8539  -0.8820  0.000
C  6.2897  0.5813  -0.5008  0.000
H  -4.9172  -4.5076  0.4024  0.000
C  -0.2110  -2.5567  4.1803  0.000
H  0.7849  0.8094  4.5512  0.000
O  2.2008  0.6064  0.2719  0.052
H  -3.9455  -2.6556  -3.3565  0.000
Ir  -0.2718  -0.3811  -0.3407  0.773
Cl  -0.4405  2.3032  -6.1858  0.002
C  3.3866  -3.7614  -0.2677  0.001
Cl  -0.6706  2.1184  -0.7439  0.009
C  1.3934  0.6866  2.4959  0.001
H  5.3175  -4.6268  -0.5742  0.000
C  -0.2332  -2.4365  2.7991  0.000
Br  3.1868  0.6937  6.2162  0.000
C  0.9493  -2.5536  2.0715  -0.002
C  8.1909  0.3396  -1.8736  0.000
H  4.5031  1.7243  -0.2964  0.000
Cl  -0.7675  3.8028  -3.4355  -0.001
C  -4.5437  -3.7204  -1.5741  0.006
H  9.7763  -0.8738  -1.0755  0.000
H  -5.1433  -4.4579  -2.0882  0.000
C  2.4996  -2.7553  -0.6422  0.007
N  6.0122  -0.3326  1.5804  0.000
C  4.9804  -2.9614  -1.8846  0.000
H  -1.0743  0.2311  3.5510  0.000
C  6.9321  0.8814  -1.6984  0.000
C  -0.1312  -0.6625  -3.4944  0.007
H  -1.8399  1.0072  2.1480  0.000
H  0.8554  -5.1617  1.5816  0.000
C  -0.2534  -0.0130  -2.2695  0.007
C  -0.5217  2.1079  -3.4971  -0.001
N  5.0288  0.9125  -0.0153  0.000
H  3.1057  -3.0643  4.6243  0.000
C  2.1664  -2.8955  4.1150  0.000
C  -1.3893  -6.6998  -0.4271  0.000
C  -0.1876  0.0473  -4.7041  -0.001
C  4.0865  -1.9799  -2.2833  0.000
H  5.9521  -3.0332  -2.3550  0.000
As  0.7547  -2.5352  0.1546  0.007
H  -1.1725  -2.2573  2.2866  0.000
H  1.0062  -2.8953  5.9157  0.000
H  -0.2157  -7.3428  1.2508  0.000
C  0.9885  -2.7965  4.8386  0.000
H  4.3511  -1.2914  -3.0753  0.000
C  -3.8849  -2.7275  -2.2801  -0.001
H  -1.3504  -3.5796  -1.7400  0.000
H  2.8753  0.0815  -0.1884  0.002
C  -1.0958  -4.4079  -1.0897  0.000
C  2.9076  0.6293  4.3509  0.000
C  -0.4613  -6.5219  0.5903  0.000
C  -1.7110  -5.6402  -1.2619  0.000
C  4.9622  0.3507  1.2478  0.000
H  8.5999  -1.3737  1.0537  0.000

Properties
Molar mass: 1162.047 g/mol
Total energy: -9262.00706 a.u.
Strongest force on any atom: 0.030 hartree/bohr
Charge: +1
ΔE to the lowest compared entry with this formula, charge and spin: 35.3 kcal/mol
HOMO-LUMO gap (spin up / spin down): 7.52 / 7.61 eV
Spin multiplicity: 2